[1]
# C3H2LiO3Tl

A structure of composition C3H2LiO3Tl in a non-equilibrium geometry (wB97M-V/def2-TZVPD, OMol25).

Structure (XYZ):
```
10
Properties=species:S:1:pos:R:3:mulliken_charge:R:1
H -2.42723 0.35969 -2.06708 0.65
O 0.06841 1.18920 0.28043 -0.17
C 1.27983 0.60508 0.28684 1.04
C -1.00008 0.42538 0.33952 1.29
O 2.28791 1.32192 0.24477 -0.32
O 1.37185 -0.66115 0.30361 -0.47
C -1.99559 -0.19365 0.00145 -1.56
Tl 3.38628 -0.36165 0.18249 1.02
H -2.91516 -0.74555 0.12855 0.59
Li -0.05623 -1.93927 0.29941 0.93
```

As for the multiplicity: 2. As for the net charge: +3. The expectation value of S² is 0.753. Its energy above the lowest of the compared OMol25 structures with the same formula, charge and spin is 225.3 kcal per mole. Its lowest unoccupied orbital energy (alpha / beta) is -17.23 / -17.25 eV. The strongest force on any atom comes out at 9.0 eV/Å. The HOMO energy (alpha / beta) comes out at -23.88 / -25.35 eV.

=====

[2]
# C9H8NO4PdS

A structure of composition C9H8NO4PdS (wB97M-V/def2-TZVPD, OMol25).

Structure (XYZ):
```
24
Properties=species:S:1:pos:R:3:mulliken_charge:R:1
Pd 0.67674 -1.18111 0.23636 0.38
O 0.39302 0.38990 -1.28966 -0.57
C 0.52344 1.04597 -0.20248 0.41
O 1.50170 0.83902 0.57420 -0.58
C -0.63664 1.82607 0.30179 0.96
C -0.94334 3.10649 -0.07375 -0.38
C -2.05651 3.73259 0.49819 -0.42
C -2.86095 3.07899 1.43156 -0.60
C -2.57493 1.78371 1.79834 -0.49
C -1.45916 1.12293 1.22797 0.50
S -1.19084 -0.50071 1.62259 -0.18
H -0.33180 3.63552 -0.79170 0.47
H -2.29443 4.74818 0.21014 0.40
H -3.71329 3.58620 1.86094 0.41
H -3.19788 1.25287 2.50620 0.45
N 2.66711 -2.04420 -1.04096 -0.44
C 2.45381 -3.36323 -1.37586 -0.47
C 0.74383 -3.97245 -0.79643 0.80
O 0.45819 -4.82660 -1.56076 -0.34
O 0.40392 -3.36857 0.20853 -0.62
H 2.65884 -1.36503 -1.79025 0.27
H 3.36923 -1.85223 -0.33991 0.30
H 3.01310 -4.08126 -0.78362 0.36
H 2.39682 -3.59303 -2.43142 0.38
```

As for the multiplicity: 5. As for the net charge: +1. The expectation value of S² is 6.041. Its energy above the lowest of the compared OMol25 structures with the same formula, charge and spin is 8.2 kcal per mole. Its lowest unoccupied orbital energy (alpha / beta) is -2.89 / -6.54 eV. The strongest force on any atom comes out at 0.7 eV/Å. The HOMO energy (alpha / beta) comes out at -12.74 / -13.47 eV.

=====

[3]
# C12H27NO12PbS2

A structure of composition C12H27NO12PbS2 in a non-equilibrium geometry (wB97M-V/def2-TZVPD, OMol25).

Structure (XYZ):
```
55
Properties=species:S:1:pos:R:3:mulliken_charge:R:1
Pb 3.65678 -21.15272 5.31153 1.72
C 5.94146 -20.40555 7.99921 -1.10
O 5.84159 -20.80390 6.67249 -0.69
H 6.95129 -20.03304 8.17120 0.36
H 5.22707 -19.69130 8.40858 0.26
H 5.95312 -21.16705 8.77900 0.29
C 2.82967 -24.65794 4.35239 -0.88
O 3.68651 -23.59767 3.99852 -0.67
H 2.93281 -24.79697 5.42855 0.16
H 1.80056 -24.35030 4.16694 0.20
H 3.07379 -25.59634 3.85448 0.30
C 3.77691 -17.80362 5.63360 -0.30
O 4.59755 -18.43813 4.73108 -0.20
H 3.24107 -18.49832 6.28041 -0.13
H 4.38328 -17.24244 6.34457 0.33
H 3.15028 -17.02812 5.19310 0.29
C 2.46018 -23.46855 8.47763 -1.67
C 1.06384 -22.78927 8.75994 2.88
C 0.97827 -22.25978 10.27374 -2.07
C -0.22426 -21.35519 10.70197 -1.58
C -0.06141 -20.10361 9.84990 -3.65
C -0.02807 -20.45332 8.32799 4.94
N 1.03841 -21.45709 8.04431 0.04
O 1.37102 -21.55008 6.61998 -0.78
C 0.46010 -19.05317 7.83324 -2.51
C -1.44672 -20.62378 7.82763 -2.76
C -0.12078 -23.77135 8.39058 -2.36
H 2.74029 -23.68206 7.44610 -0.05
H 2.58010 -24.38113 9.06150 0.39
H 3.25749 -22.83707 8.86959 0.32
H 1.97497 -21.88329 10.50383 0.56
H 0.71858 -23.15522 10.83840 0.54
H -0.11868 -21.19639 11.77516 0.89
H -1.20115 -21.75417 10.42885 0.02
H 0.83635 -19.53664 10.09620 0.31
H -0.78418 -19.32713 10.10046 1.31
H -0.32805 -18.33401 8.05623 0.52
H 0.45747 -18.96507 6.74681 0.25
H 1.35826 -18.74226 8.36685 0.45
H -2.28180 -20.07120 8.25820 0.26
H -1.75596 -21.65731 7.67178 0.22
H -1.46193 -20.35310 6.77188 0.46
H -1.10563 -23.35813 8.60838 0.30
H 0.04825 -24.81845 8.64178 0.51
H -0.17159 -24.02893 7.33267 0.36
S 6.24339 -20.95395 2.55801 1.15
O 6.02299 -19.79713 1.67092 -0.62
O 6.30407 -22.25970 1.90083 -0.56
O 7.33794 -20.74637 3.49847 -0.71
O 5.03230 -21.06536 3.30505 -0.38
S 2.17980 -20.23779 2.08628 1.01
O 0.83958 -20.20277 1.63303 -0.75
O 2.24575 -20.54454 3.49397 -0.64
O 2.84240 -21.34196 1.34563 -0.77
O 2.94050 -18.96942 1.93178 -0.79
```

As for the multiplicity: 2. As for the net charge: -5. The expectation value of S² is 1.766. Its lowest unoccupied orbital energy (alpha / beta) is 10.46 / 10.48 eV. The strongest force on any atom comes out at 5.8 eV/Å. The HOMO energy (alpha / beta) comes out at 6.24 / 7.71 eV.

=====

[4]
# C24H36O5

An isolated molecule of C24H36O5 in a non-equilibrium geometry (wB97M-V/def2-TZVPD, OMol25).

Structure (XYZ):
```
65
Properties=species:S:1:pos:R:3:mulliken_charge:R:1
C -2.22214 -4.39493 -0.00386 -1.21
C -2.09631 -3.54944 1.25769 -0.44
C -0.73143 -2.86232 1.35450 0.48
C -0.61041 -2.05261 2.64842 -1.44
C -0.50638 -1.92082 0.18480 0.35
O 0.50977 -1.90242 -0.47233 -0.71
O -1.53151 -1.10481 0.01305 0.28
C -1.49805 -0.13289 -1.04058 -0.80
C -2.66168 -0.41171 -1.99105 -1.68
C -3.98771 -0.43442 -1.23030 1.40
C -5.17190 -0.36890 -2.19590 -1.80
C -4.04786 0.68216 -0.23668 -1.48
C -3.01766 1.44561 0.13508 0.68
C -3.19048 2.49684 1.11815 -1.16
C -2.18425 3.23434 1.58000 -0.92
C -0.76674 3.04872 1.13140 0.04
C -0.42206 4.14620 0.11636 -1.44
C -0.56529 1.61230 0.61223 0.92
C 0.85387 1.37176 0.08892 -0.79
C 1.94529 1.65438 1.12514 -1.29
C 3.25646 0.93886 0.75678 0.05
C 3.20068 -0.54962 1.10518 -0.19
C 4.21892 -1.32563 0.27631 -0.34
O 5.50785 -0.83421 0.57774 -0.57
C 3.83939 -1.12717 -1.18909 -0.40
C 3.80040 0.34276 -1.55841 0.65
O 4.00464 0.72782 -2.68090 -0.65
O 3.52601 1.23587 -0.61442 -0.38
C -1.63318 1.27722 -0.44679 0.23
H -1.45335 -5.16432 -0.02765 0.39
H -2.11171 -3.77811 -0.89310 0.20
H -3.19483 -4.87991 -0.04151 0.39
H -2.87582 -2.78587 1.27144 0.10
H -2.22960 -4.18427 2.13631 0.46
H 0.06470 -3.61288 1.31927 0.45
H -0.72073 -2.70846 3.50878 0.50
H -1.38852 -1.29337 2.68699 0.24
H 0.36089 -1.56558 2.70873 0.23
H -0.55207 -0.23852 -1.58247 0.67
H -2.67997 0.37447 -2.74718 0.37
H -2.50433 -1.36602 -2.49814 0.46
H -4.05506 -1.37940 -0.67401 -0.10
H -6.11145 -0.44406 -1.65358 0.43
H -5.12180 -1.18426 -2.91410 0.43
H -5.16298 0.57278 -2.74072 0.37
H -5.01712 0.84583 0.21631 0.36
H -4.19914 2.66128 1.47193 0.40
H -2.36493 4.02515 2.29440 0.44
H -0.11247 3.18697 1.99944 0.59
H 0.62050 4.09499 -0.18305 0.31
H -1.04781 4.06907 -0.76892 0.29
H -0.59855 5.12105 0.56644 0.48
H -0.73132 0.94344 1.46669 -0.02
H 0.94301 0.33002 -0.21240 0.25
H 1.03305 1.97725 -0.79988 0.28
H 1.63425 1.30402 2.11133 0.46
H 2.13564 2.72557 1.18573 0.42
H 4.09053 1.38990 1.31055 0.51
H 3.41735 -0.66042 2.16743 0.49
H 2.21666 -0.96780 0.89649 -0.32
H 4.16325 -2.39766 0.52980 0.37
H 6.13947 -1.19898 -0.05127 0.36
H 4.53375 -1.62455 -1.86926 0.43
H 2.84299 -1.54433 -1.35808 0.01
H -1.51457 1.97560 -1.28327 0.88
```

As for the net charge: 0. Its energy above the lowest of the compared OMol25 structures with the same formula, charge and spin is 0.0 kcal per mole. Its structure (SMILES) is CC[C@H](C)C(=O)O[C@H]1C[C@H](C)C=C2C=C[C@H](C)[C@H](CC[C@H]3C[C@H](O)CC(=O)O3)[C@H]21. Its lowest unoccupied orbital energy is 0.69 eV. The strongest force on any atom comes out at 1.1 eV/Å. The HOMO energy comes out at -8.38 eV.